{"formula": "C27H52O27", "method": "ωB97M-V/def2-TZVPD", "spin_multiplicity": 1, "e_above_lowest_kcal_mol": 0.0, "smiles": "COC(=O)OC.COC(=O)OC.COC(=O)OC.COC(=O)OC.COC(=O)OC.COC(=O)OC.COC(=O)OC.COC(=O)OC.O=C1OCCO1", "e_homo_ev": -10.458, "species": ["C", "O", "C", "O", "O", "C", "H", "H", "H", "H", "H", "H", "C", "O", "C", "O", "O", "C", "H", "H", "H", "H", "H", "H", "C", "O", "C", "O", "O", "C", "H", "H", "H", "H", "H", "H", "C", "O", "C", "O", "O", "C", "H", "H", "H", "H", "H", "H", "C", "O", "C", "O", "O", "C", "H", "H", "H", "H", "H", "H", "C", "O", "C", "O", "O", "C", "H", "H", "H", "H", "H", "H", "C", "O", "C", "O", "O", "C", "H", "H", "H", "H", "H", "H", "C", "O", "C", "O", "O", "C", "H", "H", "H", "H", "H", "H", "O", "C", "O", "C", "C", "O", "H", "H", "H", "H"], "positions_angstrom": [[-0.919, 8.090, -0.980], [-0.564, 6.890, -0.299], [-1.136, 5.774, -0.727], [-1.787, 5.650, -1.737], [-0.846, 4.797, 0.115], [-1.171, 3.475, -0.285], [-1.258, 7.874, -1.988], [-0.031, 8.716, -0.983], [-1.677, 8.609, -0.392], [-0.648, 3.154, -1.189], [-2.246, 3.370, -0.409], [-0.760, 2.838, 0.494], [1.430, 4.103, 2.421], [2.718, 4.562, 2.020], [2.962, 4.563, 0.723], [2.149, 4.415, -0.158], [4.262, 4.763, 0.543], [4.725, 4.835, -0.798], [1.460, 4.033, 3.503], [1.242, 3.111, 2.001], [0.613, 4.742, 2.095], [4.732, 3.840, -1.242], [5.659, 5.382, -0.758], [4.047, 5.423, -1.428], [3.469, 1.660, -3.104], [3.962, 0.708, -2.159], [5.195, 0.270, -2.366], [5.906, 0.527, -3.296], [5.510, -0.553, -1.358], [6.835, -1.026, -1.351], [2.488, 1.988, -2.786], [3.454, 1.237, -4.108], [4.142, 2.519, -3.147], [7.098, -1.533, -2.282], [6.921, -1.807, -0.593], [7.549, -0.245, -1.102], [3.762, -1.964, 1.935], [3.094, -1.875, 3.198], [2.904, -3.033, 3.816], [3.150, -4.127, 3.379], [2.399, -2.777, 5.023], [1.881, -3.899, 5.737], [4.840, -1.970, 2.119], [3.503, -1.121, 1.309], [3.499, -2.899, 1.444], [1.028, -4.330, 5.217], [1.567, -3.540, 6.713], [2.674, -4.633, 5.880], [-0.306, -1.718, 3.949], [-0.402, -3.127, 3.747], [-0.127, -3.535, 2.513], [0.100, -2.817, 1.572], [-0.152, -4.862, 2.493], [-0.005, -5.455, 1.211], [-0.327, -1.529, 5.019], [-1.175, -1.203, 3.534], [0.586, -1.297, 3.492], [-0.944, -5.367, 0.654], [0.248, -6.496, 1.368], [0.743, -4.948, 0.604], [-7.177, -2.831, 0.103], [-5.989, -3.262, -0.527], [-5.024, -2.376, -0.723], [-5.095, -1.194, -0.518], [-3.985, -3.014, -1.268], [-2.758, -2.283, -1.221], [-7.302, -1.749, 0.028], [-7.187, -3.134, 1.150], [-8.045, -3.278, -0.382], [-2.415, -2.214, -0.188], [-2.869, -1.285, -1.646], [-2.041, -2.828, -1.830], [-5.928, 4.167, 1.433], [-4.768, 3.554, 1.986], [-4.665, 2.243, 1.730], [-5.527, 1.542, 1.288], [-3.435, 1.855, 2.075], [-3.089, 0.516, 1.757], [-6.845, 3.701, 1.785], [-5.852, 4.164, 0.348], [-5.928, 5.194, 1.793], [-3.628, -0.204, 2.379], [-2.028, 0.424, 1.976], [-3.276, 0.242, 0.720], [-2.164, -2.591, -5.932], [-1.618, -3.784, -5.341], [-0.715, -3.597, -4.390], [-0.249, -2.537, -4.055], [-0.494, -4.766, -3.796], [0.604, -4.792, -2.900], [-2.449, -1.890, -5.147], [-3.058, -2.919, -6.448], [-1.425, -2.115, -6.571], [0.539, -4.001, -2.154], [1.566, -4.710, -3.411], [0.608, -5.759, -2.401], [0.521, 0.565, 1.701], [0.558, 0.213, 0.569], [-0.424, 0.445, -0.336], [0.031, 0.011, -1.625], [1.143, -0.960, -1.260], [1.567, -0.479, 0.010], [-0.757, -0.508, -2.165], [0.349, 0.866, -2.225], [1.964, -0.900, -1.969], [0.741, -1.972, -1.217]], "mulliken_charge": [-0.715, -0.298, 0.698, -0.601, -0.091, -0.648, 0.363, 0.211, 0.261, 0.362, 0.428, -0.067, -0.034, -0.376, 0.837, -0.457, -0.379, -0.416, 0.285, -0.162, 0.176, 0.000, 0.288, 0.294, -0.689, -0.010, 0.561, -0.563, -0.187, -0.761, 0.129, 0.306, 0.355, 0.315, 0.224, 0.323, -0.499, -0.289, 0.924, -0.624, -0.348, -0.634, 0.411, -0.028, 0.329, 0.242, 0.228, 0.319, -0.351, -0.405, 0.553, -0.110, -0.397, -0.679, 0.325, 0.044, 0.181, 0.306, 0.323, 0.193, -0.686, -0.375, 0.781, -0.564, -0.448, -0.371, 0.343, 0.259, 0.254, 0.270, 0.428, 0.098, -0.699, -0.342, 0.755, -0.526, -0.343, -0.294, 0.306, 0.309, 0.242, 0.423, -0.195, 0.300, -0.606, -0.367, 0.848, -0.534, -0.334, -0.046, 0.262, 0.241, 0.289, -0.205, 0.336, 0.242, -0.745, 0.862, -0.002, -0.299, 0.435, -0.275, 0.008, 0.067, 0.406, -0.481]}



{"formula": "C20H21N3O4", "method": "ωB97M-V/def2-TZVPD", "spin_multiplicity": 1, "e_above_lowest_kcal_mol": 100.8, "smiles": "N[C@@H](Cc1c[nH]c2ccccc12)C(=O)N[C@@H](Cc1ccc(O)cc1)C(=O)O", "e_homo_ev": -8.043, "species": ["N", "C", "C", "C", "C", "N", "C", "C", "C", "C", "C", "C", "C", "O", "N", "C", "C", "C", "C", "C", "C", "O", "C", "C", "C", "O", "O", "H", "H", "H", "H", "H", "H", "H", "H", "H", "H", "H", "H", "H", "H", "H", "H", "H", "H", "H", "H", "H"], "positions_angstrom": [[-0.804, 0.945, 2.786], [-0.991, 0.693, 1.326], [-2.380, 0.515, 0.803], [-2.266, -0.353, -0.424], [-2.185, -0.001, -1.700], [-2.272, -1.168, -2.344], [-2.385, -2.316, -1.576], [-2.370, -3.667, -1.933], [-2.328, -4.585, -0.951], [-2.222, -4.118, 0.406], [-2.542, -2.862, 0.738], [-2.380, -1.831, -0.282], [-0.130, 1.740, 0.605], [-0.413, 2.140, -0.501], [1.015, 2.129, 1.397], [2.121, 2.986, 0.951], [2.608, 2.603, -0.455], [2.529, 1.084, -0.807], [3.198, 0.272, 0.046], [3.020, -1.110, 0.179], [2.019, -1.814, -0.546], [1.764, -3.135, -0.179], [1.219, -0.976, -1.458], [1.497, 0.415, -1.521], [1.721, 4.482, 0.920], [0.617, 4.801, 1.236], [2.666, 5.385, 0.580], [-1.132, 1.887, 2.891], [-1.355, 0.251, 3.305], [-0.650, -0.275, 1.218], [-2.778, -0.109, 1.562], [-2.998, 1.376, 0.845], [-1.953, 0.871, -2.233], [-2.151, -1.333, -3.300], [-2.571, -3.959, -2.950], [-2.249, -5.682, -1.179], [-2.027, -4.855, 1.135], [-2.603, -2.639, 1.863], [0.842, 1.853, 2.381], [2.915, 2.829, 1.680], [2.336, 3.307, -1.227], [3.698, 2.926, -0.445], [4.099, 0.641, 0.634], [3.796, -1.646, 0.722], [1.349, -3.665, -0.781], [0.163, -1.318, -1.982], [0.768, 1.080, -2.040], [2.176, 6.206, 0.603]], "mulliken_charge": [-0.834, 0.649, -1.617, 0.652, -0.809, 0.046, -0.284, -1.040, -0.396, -0.766, -0.317, 1.269, -0.053, -0.604, 0.012, -0.020, -1.317, 0.064, -0.225, -0.756, 0.553, -0.544, -0.116, -0.195, 0.219, -0.549, -0.455, 0.236, 0.320, 0.256, 0.473, 0.398, 0.579, 0.145, 0.359, 0.332, 0.484, 0.217, 0.360, 0.601, 0.449, 0.587, 0.249, 0.401, 0.301, 0.035, 0.298, 0.351]}



no.,orbital gap (eV)
1,10.834
2,8.771